1.
Molecular formula: C21H35FeIN10OS
Method: DFT, ωB97M-V/def2-TZVPD

Structure (XYZ):
```
70
Properties=species:S:1:pos:R:3:forces:R:3
Fe -0.234 0.245 -0.115 0.419 0.068 -0.388
C 1.341 0.690 2.285 -0.051 -0.187 -0.038
N 1.468 0.773 3.702 0.187 0.167 0.151
C 1.206 -0.535 4.301 -0.032 -0.003 -0.057
N -0.157 -0.956 3.983 -0.072 -0.153 0.291
C -0.331 -1.072 2.577 -0.158 -0.061 -0.023
N -0.068 0.263 1.867 0.112 0.089 -0.314
C -1.032 1.267 2.501 -0.066 0.012 -0.044
N -0.859 1.330 3.913 -0.087 0.135 0.183
C 0.507 1.750 4.229 -0.005 -0.025 -0.041
C -1.112 0.022 4.516 0.016 -0.014 -0.058
H 2.044 -0.046 1.886 -0.050 0.057 0.013
H 1.525 1.664 1.848 0.064 0.230 -0.190
H 1.331 -0.475 5.380 -0.022 0.004 0.005
H 1.918 -1.265 3.910 0.000 0.002 0.015
H -1.360 -1.364 2.365 0.087 0.023 -0.008
H 0.355 -1.812 2.162 -0.102 0.109 0.147
H -2.048 0.964 2.243 0.040 -0.003 -0.034
H -0.816 2.246 2.076 0.001 0.042 -0.100
H 0.620 1.829 5.308 0.024 -0.030 -0.002
H 0.697 2.731 3.790 0.032 -0.032 0.002
H -2.132 -0.292 4.291 0.018 -0.037 0.000
H -1.003 0.096 5.596 0.034 -0.036 0.001
C -2.409 4.307 -0.534 -0.074 0.000 -0.005
N -0.982 3.936 -0.631 0.030 0.165 0.048
C 0.005 4.868 -0.826 0.004 -0.077 0.006
C 1.304 4.510 -0.910 -0.036 -0.062 -0.040
C 1.629 3.127 -0.792 0.259 0.082 0.120
N 0.645 2.227 -0.604 0.330 0.098 0.406
C -0.618 2.649 -0.528 -0.560 -0.225 -0.233
O -1.468 1.707 -0.378 -0.360 0.317 0.344
N 2.883 2.702 -0.863 -0.009 0.166 0.088
H -2.481 5.390 -0.528 0.021 0.003 0.005
H -2.827 3.907 0.386 0.011 0.001 -0.012
H -2.952 3.909 -1.388 0.010 -0.011 0.005
H -0.320 5.896 -0.906 -0.021 -0.002 0.003
H 2.071 5.254 -1.064 0.009 -0.001 -0.007
H 3.644 3.351 -0.998 -0.031 -0.015 -0.006
H 3.108 1.724 -0.780 0.078 0.107 0.079
I 4.245 0.261 -3.691 0.045 0.044 -0.070
C 3.246 -0.705 -2.159 -0.080 0.000 0.036
C 3.723 -1.888 -1.600 -0.007 -0.045 0.042
C 2.997 -2.487 -0.583 0.026 0.004 -0.055
C 1.828 -1.896 -0.145 -0.157 -0.075 0.006
N 1.376 -0.744 -0.661 0.222 -0.028 -0.009
C 2.073 -0.164 -1.658 0.274 -0.318 -0.059
H 4.642 -2.337 -1.956 0.010 0.006 -0.007
H 3.332 -3.411 -0.133 -0.003 -0.012 0.014
H 1.221 -2.353 0.625 0.096 0.007 -0.118
H 1.690 0.766 -2.054 -0.020 -0.183 -0.084
C -1.207 -4.368 -2.853 0.040 -0.016 -0.048
N -1.659 -3.533 -1.727 0.034 -0.056 0.136
C -2.052 -4.318 -0.545 -0.035 0.031 0.000
C -1.584 -2.216 -1.737 -0.167 -0.074 0.172
S -1.645 -1.380 -0.155 -0.252 -0.433 -0.078
N -1.590 -1.538 -2.878 0.234 0.302 -0.263
C -2.301 -2.008 -4.081 -0.065 0.008 -0.076
C -1.159 -0.148 -2.969 -0.064 -0.065 0.258
H -0.585 -5.158 -2.435 -0.011 -0.005 0.017
H -0.610 -3.785 -3.548 -0.013 -0.034 0.047
H -2.045 -4.829 -3.373 0.000 0.019 0.000
H -2.594 -5.193 -0.900 0.014 -0.006 -0.002
H -2.713 -3.756 0.105 -0.003 0.041 -0.005
H -1.172 -4.649 0.006 0.024 0.013 -0.005
H -2.978 -2.818 -3.829 0.029 0.035 0.008
H -1.610 -2.322 -4.862 -0.025 0.000 -0.003
H -2.896 -1.174 -4.453 0.003 -0.001 0.009
H -0.314 0.052 -2.298 -0.101 -0.098 -0.148
H -1.969 0.545 -2.748 -0.117 0.012 -0.022
H -0.783 0.032 -3.975 0.017 0.021 -0.005
```
Forces are in eV/Å.

As for the total energy: -3402.69601 Eh. The net charge is +3. Its multiplicity is 2. The calculation puts the energy above the lowest of the compared OMol25 structures with the same formula, charge and spin at 0.00 kJ/mol.

Here are the Mulliken charges for atoms 1 to 6, given in e:
1 Fe -0.450
2 C -0.974
3 N 0.143
4 C -0.683
5 N 0.137
6 C -0.969

***

2.
Molecular formula: C6H30O9
Method: DFT, ωB97M-V/def2-TZVPD

Structure (XYZ):
```
45
Properties=species:S:1:pos:R:3:forces:R:3
O -3.006 0.845 1.874 -0.027 -0.019 0.045
H -2.669 1.011 2.762 -0.038 -0.028 -0.090
H -3.027 -0.115 1.789 0.152 0.107 0.044
O -2.160 -2.180 1.634 -0.326 0.125 0.452
H -1.616 -2.585 2.325 0.071 0.060 -0.184
H -3.072 -2.304 1.929 0.143 -0.162 -0.082
O 0.040 -0.090 0.434 -0.080 -0.129 0.017
H -0.817 -0.396 0.755 0.085 0.093 -0.014
H -0.017 -0.168 -0.530 0.077 0.153 -0.018
O 2.428 -0.092 2.434 -0.271 0.293 0.152
H 2.750 0.445 3.166 0.045 -0.115 -0.043
H 1.647 0.376 2.107 0.048 -0.069 -0.166
O 2.227 -2.567 0.973 -0.171 0.136 0.124
H 1.821 -2.398 0.117 -0.046 0.007 0.054
H 2.102 -1.740 1.471 0.248 -0.294 -0.181
O -0.074 0.165 -2.762 -0.198 -0.110 0.090
H -0.718 -0.548 -2.863 0.114 -0.006 0.011
H -0.455 0.909 -3.243 0.062 -0.028 0.091
C -1.609 3.759 0.039 0.749 -0.551 0.571
C -0.486 3.326 1.004 -0.008 -0.622 -1.181
O 0.321 4.383 1.475 -0.338 0.339 0.793
H -2.351 4.308 0.616 -0.073 0.244 -0.268
H -2.068 2.852 -0.355 -0.118 0.050 -0.034
H -1.210 4.337 -0.794 -0.114 0.174 0.017
H 0.194 2.591 0.557 -0.327 -0.062 -0.345
H -0.979 2.766 1.800 0.300 0.494 0.537
H 0.687 4.856 0.723 -0.033 -0.082 -0.097
C -2.119 -5.307 -0.794 -0.600 -0.304 -1.058
C -2.415 -3.945 -1.432 0.499 0.075 0.725
O -1.522 -2.935 -0.991 0.295 0.586 0.099
H -2.896 -6.001 -1.138 -0.070 0.033 0.188
H -2.115 -5.332 0.293 0.128 0.254 0.027
H -1.205 -5.727 -1.213 0.261 0.206 0.363
H -3.443 -3.622 -1.232 -0.049 -0.192 -0.195
H -2.230 -3.996 -2.505 -0.371 -0.160 -0.010
H -1.752 -2.612 -0.100 0.019 -0.502 -0.411
C 3.130 1.782 -0.341 0.490 0.597 0.445
C 3.446 1.976 -1.815 -0.496 -0.720 0.077
O 4.442 2.944 -2.084 0.101 -0.043 0.104
H 2.230 1.185 -0.203 0.226 -0.323 0.016
H 2.991 2.697 0.246 -0.202 0.263 -0.505
H 4.012 1.340 0.133 -0.318 -0.472 0.061
H 2.550 2.219 -2.390 0.149 0.337 0.057
H 3.755 0.982 -2.173 0.043 0.178 -0.203
H 5.259 2.605 -1.700 -0.031 0.189 -0.075
```
Forces are in eV/Å.

As for the total energy: -923.71214 Eh. The net charge is 0. Its SMILES is CCO.CCO.CCO.O.O.O.O.O.O. The calculation puts the energy above the lowest of the compared OMol25 structures with the same formula, charge and spin at 239.75 kJ/mol.

Here are the Mulliken charges for atoms 1 to 6, given in e:
1 O -0.604
2 H 0.315
3 H 0.280
4 O -0.580
5 H 0.273
6 H 0.308

***

3.
Molecular formula: C5H10N2O
Method: DFT, ωB97M-V/def2-TZVPD

Structure (XYZ):
```
18
Properties=species:S:1:pos:R:3:forces:R:3
C -1.597 -0.520 1.496 0.441 -6.494 -3.725
C -1.185 -0.082 -0.023 0.088 1.386 -0.351
C -0.009 0.887 -0.163 -3.141 5.897 -0.180
C 1.610 -0.520 -0.900 -1.456 -2.584 0.202
C 0.679 -1.725 -0.985 4.847 2.154 -0.720
H -1.019 -1.571 1.858 -0.655 2.793 -1.234
H -1.530 0.039 2.339 0.236 2.568 1.797
H -2.586 -1.060 1.451 0.506 1.275 -0.072
H -1.908 0.574 -0.615 0.123 -1.082 1.518
H -0.897 -0.886 -0.790 -1.255 0.861 1.731
H 0.377 2.869 -0.630 0.479 -0.959 0.112
H 1.591 2.449 1.270 1.266 -1.050 -3.699
H 2.618 -0.145 -1.502 -3.120 -1.750 1.087
H 0.751 -2.488 -1.764 1.263 0.819 -0.631
H 0.024 -2.323 -0.336 0.400 1.678 0.948
N -0.333 2.159 -0.464 -1.213 -2.591 0.996
N 1.285 0.606 0.036 3.068 -2.387 -2.513
O 2.128 1.737 -0.278 -1.877 -0.533 4.735
```
Forces are in eV/Å.

As for the total energy: -380.85843 Eh. The net charge is 0. The calculation puts the energy above the lowest of the compared OMol25 structures with the same formula, charge and spin at 1121.11 kJ/mol.

Here are the Mulliken charges for atoms 1 to 6, given in e:
1 C -1.020
2 C -0.230
3 C 0.210
4 C -0.097
5 C -0.839
6 H 0.203

***

4.
Molecular formula: C30H50N10
Method: DFT, ωB97M-V/def2-TZVPD

Structure (XYZ):
```
90
Properties=species:S:1:pos:R:3:forces:R:3
C -1.216 -4.895 0.664 -0.061 -0.011 0.034
C -0.413 -6.125 0.713 0.709 -1.117 0.490
N 0.203 -7.111 0.744 -0.911 1.572 -0.157
H -1.731 -4.638 1.589 0.159 -0.553 0.211
H -1.983 -5.035 -0.097 0.155 0.305 -0.141
H -0.590 -4.022 0.475 0.026 -0.181 -0.419
C -2.506 1.677 2.242 -0.385 0.209 0.010
C -1.832 2.848 2.845 -1.988 -4.391 -1.993
N -1.355 3.766 3.265 1.911 3.549 1.621
H -3.341 2.053 1.652 0.033 0.004 -0.097
H -2.937 0.998 2.978 0.195 0.230 0.267
H -1.882 1.065 1.590 0.180 0.430 0.140
C 4.375 -3.751 -1.923 -0.472 0.535 0.641
C 3.238 -3.240 -1.162 -0.436 -0.080 0.364
N 2.356 -2.836 -0.545 0.158 0.002 -0.147
H 5.240 -3.590 -1.280 0.218 -0.151 -0.297
H 4.423 -3.111 -2.805 0.343 -0.482 -0.228
H 4.222 -4.814 -2.109 0.160 0.183 -0.301
C -1.623 -1.645 4.641 0.396 0.729 0.471
C -2.002 -2.843 5.382 0.142 -0.140 -0.250
N -2.289 -3.768 5.998 -0.063 0.156 -0.058
H -0.550 -1.457 4.658 0.100 -0.555 -0.145
H -1.979 -0.782 5.205 -0.470 0.071 -0.167
H -1.958 -1.594 3.605 -0.146 -0.279 0.180
C 0.340 -0.268 0.348 -0.085 -0.220 0.709
C 0.459 -0.007 1.789 0.129 0.388 1.726
N 0.560 0.282 2.914 -0.145 -0.610 -1.967
H 0.235 -1.331 0.132 0.214 -0.011 0.197
H 1.261 0.106 -0.100 -0.302 0.099 -0.333
H -0.583 0.196 -0.001 0.316 0.339 -0.261
C 1.066 5.001 -3.370 0.143 -0.833 -0.039
C -0.422 4.925 -3.679 0.635 -0.240 -0.195
C -1.288 4.774 -2.443 -1.089 0.227 0.920
C -1.419 3.442 -1.805 0.129 -0.705 0.028
N -1.579 2.404 -1.314 0.229 1.095 -0.518
H 1.241 4.176 -2.680 0.392 0.368 0.636
H 1.417 5.972 -3.018 -0.084 -0.221 0.285
H 1.684 4.688 -4.211 -0.156 0.413 -0.362
H -0.539 4.025 -4.283 -0.384 0.175 -0.302
H -0.741 5.805 -4.236 -0.190 -0.179 -0.063
H -2.311 5.079 -2.661 -0.209 -0.210 -0.275
H -1.058 5.464 -1.632 0.569 0.096 0.001
C 2.991 3.861 -0.081 0.591 -0.662 0.834
C 3.169 3.170 1.282 0.837 0.740 -0.824
C 2.727 4.037 2.457 -0.325 -0.809 0.618
C 3.177 5.436 2.415 -0.005 0.029 -0.176
N 3.507 6.538 2.350 -0.095 -0.507 0.043
H 3.623 4.747 -0.028 -0.465 0.346 -0.331
H 1.938 4.072 -0.271 0.152 0.160 -0.277
H 3.452 3.215 -0.828 -0.397 0.034 -0.332
H 4.245 3.062 1.416 0.176 -0.230 -0.081
H 2.776 2.153 1.287 -0.428 0.203 0.354
H 3.155 3.532 3.322 -0.018 0.398 0.371
H 1.651 3.998 2.625 -0.135 0.246 -0.162
C 0.052 -0.443 -2.967 0.372 0.393 0.125
C 0.174 0.782 -3.877 -0.514 -0.089 0.083
C -1.181 1.121 -4.517 -0.541 -0.362 0.070
C -2.017 -0.042 -4.920 0.607 0.037 -0.601
N -2.633 -0.942 -5.291 0.175 0.406 0.337
H 0.903 -0.446 -2.286 0.170 -0.524 -0.276
H -0.022 -1.336 -3.586 0.290 -0.127 0.210
H -0.814 -0.455 -2.305 -0.225 0.366 -0.187
H 0.975 0.633 -4.601 -0.215 -0.205 -0.249
H 0.468 1.686 -3.343 -0.004 -0.067 0.321
H -1.091 1.813 -5.355 -0.055 -0.108 -0.098
H -1.779 1.611 -3.749 0.004 0.201 0.016
C 3.925 -4.418 4.401 0.347 0.112 -0.913
C 3.786 -3.492 3.153 -0.960 0.222 0.829
C 2.407 -2.828 3.029 -0.819 0.482 0.430
C 1.239 -3.627 3.394 -0.714 -1.306 0.002
N 0.354 -4.314 3.688 0.839 0.863 -0.356
H 4.950 -4.780 4.485 0.087 0.090 -0.027
H 3.307 -5.311 4.317 -0.189 0.137 -0.091
H 3.684 -3.927 5.344 -0.119 0.216 -0.161
H 3.954 -3.974 2.191 0.471 -0.289 0.286
H 4.381 -2.584 3.252 0.797 -0.457 -0.134
H 2.247 -2.418 2.032 0.047 -0.170 -0.127
H 2.334 -1.963 3.688 0.194 0.148 0.141
C -6.197 -1.331 -1.722 0.028 0.594 1.344
C -5.244 -0.147 -1.797 -0.647 0.496 0.199
C -3.803 -0.562 -2.058 0.403 -0.458 -0.161
C -3.110 -1.318 -0.996 1.398 -2.286 4.050
N -2.594 -1.964 -0.133 -1.992 2.784 -3.642
H -6.014 -1.799 -0.755 0.107 -0.725 -0.225
H -6.100 -2.018 -2.562 -0.084 0.048 0.140
H -7.210 -0.946 -1.602 -0.139 -0.152 -0.470
H -5.306 0.505 -0.925 0.110 -0.479 0.623
H -5.685 0.558 -2.502 0.829 -0.148 -0.925
H -3.157 0.283 -2.297 -0.043 -0.013 -0.194
H -3.785 -1.310 -2.850 0.032 0.415 -0.625
```
Forces are in eV/Å.

As for the total energy: -1720.54945 Eh. The net charge is 0. Its SMILES is CCCC#N.CCCC#N.CCCC#N.CCCC#N.CCCC#N.CC#N.CC#N.CC#N.CC#N.CC#N.

Here are the Mulliken charges for atoms 1 to 6, given in e:
1 C -0.095
2 C 0.180
3 N -0.457
4 H 0.265
5 H 0.379
6 H -0.273

***

5.
Molecular formula: C16H36BeF6O12
Method: DFT, ωB97M-V/def2-TZVPD

Structure (XYZ):
```
71
Properties=species:S:1:pos:R:3:forces:R:3
Be 0.635 -0.046 0.420 0.897 -0.926 -1.760
C 1.415 -0.332 -3.470 0.721 -1.616 1.563
O 1.070 -1.672 -3.916 -0.475 1.206 -2.370
O 1.296 -0.468 -2.129 0.562 1.037 1.383
C 2.937 0.029 -4.029 -0.015 -1.906 0.264
F 3.158 -0.490 -5.244 -0.740 -0.134 -0.549
F 3.165 1.318 -4.137 -0.558 1.695 0.169
F 4.000 -0.437 -3.316 -0.861 -0.235 0.835
C 0.079 -1.763 -4.982 -0.748 -1.363 0.713
C -0.467 -3.224 -4.851 0.462 1.514 0.116
H -0.970 -3.170 -3.886 -0.015 -0.642 0.095
H -1.207 -3.468 -5.613 0.193 -0.035 -0.077
H 0.368 -3.925 -4.825 -0.229 -0.080 -0.070
H 0.303 -1.482 -6.011 1.255 -0.192 0.057
H -0.797 -1.140 -4.803 -0.017 0.510 0.651
H 0.748 0.416 -3.899 -0.105 0.232 -0.539
C -1.883 0.805 3.009 -1.228 2.745 0.485
O -2.570 2.007 3.282 0.658 -0.281 0.319
O -0.621 1.156 2.443 -2.284 -1.855 1.298
C -2.131 -0.077 4.369 2.601 -2.559 -0.019
F -0.996 -0.720 4.729 1.803 -1.884 -1.969
F -2.213 0.581 5.467 -3.043 2.781 0.849
F -3.072 -1.080 4.268 0.627 2.057 -0.400
C -4.007 1.985 3.514 -0.655 1.116 0.470
C -4.251 3.234 4.416 1.392 0.672 -0.448
H -5.028 3.429 5.155 -0.484 -1.217 -0.345
H -3.315 3.302 4.972 -0.022 0.057 0.278
H -4.247 4.149 3.823 0.016 -0.116 -0.348
H -4.401 1.096 4.006 0.420 -0.280 -0.046
H -4.452 2.082 2.524 -0.273 -0.078 0.093
H -2.484 0.395 2.197 0.437 -1.079 -0.593
C 4.014 -1.486 1.249 2.931 1.498 2.775
C 5.142 -0.940 0.369 -0.322 -0.706 0.478
O 5.447 -1.965 -0.579 -0.005 0.730 0.223
O 2.767 -1.431 0.722 -2.831 -0.553 -1.699
H 3.944 -0.988 2.216 0.213 0.925 -0.026
H 4.345 -2.442 1.655 -0.353 -0.742 -0.815
H 6.007 -0.732 0.998 0.168 -0.389 -0.072
H 4.903 0.014 -0.102 -0.347 -0.017 -0.212
H 4.647 -2.004 -1.109 0.087 -0.182 -0.665
H 2.628 -2.265 0.268 -0.467 0.092 -0.476
C -0.366 -2.662 2.284 0.849 0.549 -0.616
C -0.198 -3.235 0.863 -1.224 -1.315 1.199
O -0.412 -2.270 -0.072 0.910 3.409 -0.755
O 0.603 -1.621 2.583 0.780 0.149 -1.586
H -0.202 -3.505 2.956 -0.507 0.249 0.378
H -1.266 -2.056 2.385 -0.863 -1.330 -0.109
H -1.025 -3.916 0.664 -0.028 -0.681 0.931
H 0.701 -3.829 0.697 0.446 0.304 0.282
H -0.775 -2.600 -0.897 0.290 0.221 -0.285
H 0.222 -1.042 3.248 -0.035 -0.104 0.298
C 2.093 2.644 -0.831 2.315 0.900 -1.112
C 2.511 2.884 0.595 -2.689 1.538 0.754
O 2.456 1.688 1.311 0.277 -3.298 0.011
O 0.749 2.377 -0.894 -2.357 -1.088 1.175
H 2.648 1.848 -1.327 0.286 -0.167 0.119
H 2.211 3.552 -1.424 0.801 0.226 0.214
H 1.613 3.354 0.997 -0.024 1.182 -0.217
H 3.323 3.555 0.878 0.563 -0.544 -0.665
H 2.310 1.793 2.254 0.080 0.396 0.023
H 0.415 2.611 -1.762 -0.022 -0.351 -0.050
C -2.424 0.732 -1.763 1.255 -0.349 -0.545
C -3.546 1.762 -1.625 0.297 -0.017 0.988
O -4.513 1.442 -0.638 0.113 -0.986 0.337
O -1.840 0.238 -0.487 -0.784 1.157 -0.813
H -1.660 1.302 -2.291 0.315 -0.176 0.114
H -2.547 -0.165 -2.370 -0.766 0.078 0.037
H -4.060 1.947 -2.569 0.521 0.027 -0.245
H -3.006 2.627 -1.240 -0.159 0.561 -0.436
H -5.248 2.057 -0.681 0.014 0.042 -0.064
H -2.674 0.237 -0.012 -0.024 -0.380 1.020
```
Forces are in eV/Å.

As for the total energy: -2147.43813 Eh. The net charge is +1. Its multiplicity is 2.

Here are the Mulliken charges for atoms 1 to 6, given in e:
1 Be 1.297
2 C -0.384
3 O -0.266
4 O -0.388
5 C 0.704
6 F -0.301

***

Question: What is the net charge in the second record?
Answer: 0

***

Question: Among the records above, which one has the highest net charge?
Answer: C21H35FeIN10OS